[1]
{
  "formula": "C5H15N2P",
  "method": "ωB97M-V/def2-TZVPD",
  "charge": 0,
  "homo_energy_ev": -7.749,
  "homo_lumo_gap_ha": 0.3234,
  "smiles": "CC[C@@H](C)PN(C)N",
  "species": ["C", "C", "C", "C", "C", "N", "N", "P", "H", "H", "H", "H", "H", "H", "H", "H", "H", "H", "H", "H", "H", "H", "H"],
  "coordinates": [[-2.95, 0.54, -0.41], [-1.03, -1.63, -0.80], [2.82, 1.21, 1.09], [-1.54, 0.73, -0.96], [-0.54, -0.28, -0.41], [2.11, -0.91, 1.63], [1.86, 0.22, 0.80], [1.28, -0.14, -1.02], [-3.63, 0.13, -1.10], [-3.05, -0.11, 0.48], [-3.31, 1.48, -0.12], [-0.74, -2.37, -0.06], [-2.16, -1.78, -0.89], [-0.52, -1.89, -1.74], [2.61, 1.40, 2.14], [3.87, 0.91, 1.21], [2.83, 2.08, 0.45], [-1.29, 1.79, -0.69], [-1.62, 0.66, -2.00], [-0.47, -0.08, 0.74], [3.05, -1.45, 1.41], [1.34, -1.63, 1.78], [1.07, 1.12, -1.51]]
}


[2]
{
  "formula": "C29H55BF3I2N2O18",
  "method": "ωB97M-V/def2-TZVPD",
  "charge": -1,
  "homo_energy_ev": -4.967,
  "homo_lumo_gap_ha": 0.2452,
  "species": ["C", "N", "C", "B", "I", "O", "C", "C", "C", "O", "C", "F", "F", "F", "C", "I", "C", "C", "N", "O", "H", "H", "H", "H", "H", "H", "H", "H", "H", "H", "H", "H", "H", "H", "H", "C", "C", "O", "C", "O", "O", "C", "H", "H", "H", "H", "H", "H", "H", "H", "C", "C", "O", "C", "O", "O", "C", "H", "H", "H", "H", "H", "H", "H", "H", "C", "C", "O", "C", "O", "O", "C", "H", "H", "H", "H", "H", "H", "H", "H", "C", "C", "O", "C", "O", "O", "C", "H", "H", "H", "H", "H", "H", "H", "H", "C", "C", "O", "C", "O", "O", "C", "H", "H", "H", "H", "H", "H", "H", "H"],
  "coordinates": [[-1.96, 3.09, -0.05], [-2.55, 3.89, -1.10], [-3.32, 5.06, -0.64], [-4.86, 4.96, -1.00], [-5.04, 5.28, -3.35], [-5.52, 3.73, -0.66], [-6.87, 4.03, -0.52], [-7.62, 2.92, 0.21], [-8.38, 1.93, -0.66], [-9.55, 2.54, -1.19], [-7.59, 1.33, -1.83], [-8.01, 0.05, -2.06], [-6.28, 1.28, -1.56], [-7.73, 1.99, -2.97], [-6.86, 5.44, 0.10], [-6.58, 5.24, 2.36], [-8.12, 6.27, -0.12], [-7.96, 7.30, -1.21], [-8.50, 7.30, -2.35], [-5.74, 6.01, -0.38], [-1.33, 3.66, 0.66], [-1.35, 2.30, -0.50], [-2.75, 2.61, 0.54], [-1.88, 4.15, -1.80], [-2.89, 5.99, -1.04], [-3.22, 5.13, 0.46], [-7.32, 4.21, -1.52], [-8.38, 3.35, 0.86], [-6.89, 2.40, 0.84], [-8.65, 1.07, -0.04], [-10.29, 1.94, -1.09], [-8.94, 5.58, -0.38], [-8.41, 6.78, 0.80], [-7.34, 8.15, -0.96], [-9.05, 6.44, -2.49], [-4.79, -0.89, 0.15], [-4.00, 0.24, 0.76], [-3.59, -0.06, 2.12], [-2.52, -0.82, 2.24], [-1.83, -1.24, 1.34], [-2.27, -1.02, 3.54], [-1.10, -1.80, 3.79], [-5.68, -1.10, 0.75], [-5.13, -0.57, -0.84], [-4.21, -1.80, 0.05], [-4.60, 1.14, 0.85], [-3.11, 0.47, 0.18], [-0.23, -1.37, 3.30], [-1.24, -2.82, 3.44], [-0.98, -1.80, 4.87], [0.47, 1.60, 0.84], [0.48, 0.54, -0.23], [1.82, 0.30, -0.74], [2.60, -0.43, 0.03], [2.30, -0.93, 1.09], [3.79, -0.56, -0.56], [4.75, -1.31, 0.19], [0.90, 2.53, 0.47], [-0.56, 1.80, 1.14], [1.03, 1.28, 1.72], [-0.08, 0.86, -1.10], [0.06, -0.40, 0.13], [4.36, -2.29, 0.46], [5.04, -0.76, 1.09], [5.61, -1.43, -0.47], [3.66, -2.64, 3.65], [3.79, -1.83, 4.91], [4.00, -2.66, 6.08], [5.23, -3.12, 6.24], [6.19, -2.86, 5.56], [5.25, -3.90, 7.33], [6.53, -4.45, 7.63], [2.86, -3.37, 3.74], [3.42, -1.98, 2.81], [4.59, -3.17, 3.43], [2.87, -1.30, 5.14], [4.60, -1.11, 4.85], [7.28, -3.67, 7.72], [6.84, -5.15, 6.85], [6.41, -4.97, 8.58], [5.83, -8.10, -0.73], [4.84, -7.41, 0.19], [4.61, -6.04, -0.20], [3.79, -5.88, -1.23], [3.21, -6.75, -1.83], [3.71, -4.57, -1.49], [2.86, -4.24, -2.60], [6.77, -7.54, -0.76], [6.04, -9.10, -0.35], [5.42, -8.19, -1.73], [5.24, -7.33, 1.20], [3.89, -7.94, 0.22], [1.87, -4.66, -2.46], [3.29, -4.60, -3.53], [2.81, -3.15, -2.62], [4.53, -0.68, -3.86], [5.70, 0.03, -3.23], [6.81, 0.17, -4.14], [6.69, 1.15, -5.04], [5.79, 1.95, -5.11], [7.77, 1.13, -5.83], [7.78, 2.15, -6.83], [4.84, -1.64, -4.26], [3.75, -0.83, -3.11], [4.11, -0.08, -4.67], [6.12, -0.55, -2.41], [5.42, 1.01, -2.85], [7.66, 3.13, -6.39], [6.97, 1.98, -7.55], [8.74, 2.06, -7.32]]
}


[3]
{
  "formula": "C2HF2IO",
  "method": "ωB97M-V/def2-TZVPD",
  "charge": 0,
  "homo_energy_ev": [-8.309, -8.622],
  "homo_lumo_gap_ha": [0.2834, 0.3177],
  "species": ["C", "C", "O", "F", "F", "I", "H"],
  "coordinates": [[-0.61, 0.67, 1.38], [0.30, -0.54, -0.90], [0.06, 1.56, 1.71], [-0.78, -0.49, -1.68], [0.53, -1.82, -0.59], [1.98, 0.47, -1.68], [-1.48, 0.16, 1.76]]
}


[4]
{
  "formula": "C51H59IrN4PS3Sb2",
  "method": "ωB97M-V/def2-TZVPD",
  "charge": 4,
  "homo_energy_ev": [-16.399, -16.316],
  "homo_lumo_gap_ha": [0.1411, 0.1418],
  "multiplicity": 2,
  "s_squared": 0.77,
  "species": ["Ir", "C", "Sb", "C", "C", "C", "C", "C", "C", "C", "C", "C", "Sb", "C", "C", "H", "H", "H", "H", "H", "H", "H", "H", "H", "H", "H", "H", "H", "H", "H", "H", "H", "H", "H", "H", "N", "S", "N", "S", "N", "S", "N", "C", "C", "C", "C", "C", "C", "C", "C", "C", "C", "C", "C", "C", "C", "C", "C", "C", "C", "C", "C", "C", "C", "C", "C", "C", "C", "C", "C", "C", "C", "C", "C", "C", "C", "C", "C", "H", "H", "H", "H", "H", "H", "H", "H", "H", "H", "H", "H", "H", "H", "H", "H", "H", "H", "H", "H", "H", "H", "H", "H", "H", "H", "H", "H", "H", "H", "C", "P", "C", "C", "H", "H", "H", "H", "H", "H", "H", "H", "H"],
  "coordinates": [[0.31, -0.16, -0.13], [-0.01, 0.45, 5.64], [-0.38, -0.49, 3.74], [-2.35, 0.32, 3.45], [-0.83, -2.64, 4.53], [-2.24, -2.82, 4.42], [-3.05, -2.49, 5.54], [-4.41, -2.64, 5.51], [-5.03, -3.09, 4.32], [-4.26, -3.42, 3.21], [-2.88, -3.33, 3.23], [-2.12, -3.82, 2.06], [-1.54, -2.36, 0.47], [-1.13, -3.91, -0.96], [-3.52, -1.81, -0.15], [-0.92, 0.42, 6.25], [0.27, 1.49, 5.48], [0.80, -0.06, 6.16], [-3.04, -0.11, 4.17], [-2.69, 0.13, 2.43], [-2.28, 1.40, 3.62], [-0.47, -2.54, 5.55], [-0.19, -3.28, 3.92], [-2.57, -2.15, 6.45], [-5.01, -2.43, 6.38], [-6.10, -3.20, 4.29], [-4.76, -3.81, 2.33], [-2.73, -4.50, 1.46], [-1.19, -4.32, 2.33], [-2.07, -4.30, -1.35], [-0.59, -4.72, -0.48], [-0.53, -3.51, -1.77], [-3.98, -2.67, -0.64], [-3.45, -0.97, -0.84], [-4.11, -1.52, 0.71], [0.06, -0.64, -2.03], [0.11, 0.10, -3.36], [0.45, 1.66, -3.41], [0.13, 2.87, -2.51], [-1.18, 2.76, -1.67], [-1.48, 2.49, -0.11], [-0.74, 1.40, 0.62], [-1.30, 4.04, 0.74], [-1.89, 5.17, 0.19], [-1.77, 6.37, 0.87], [-1.07, 6.42, 2.08], [-0.48, 5.27, 2.60], [-0.60, 4.07, 1.93], [-3.24, 2.22, -0.24], [-4.04, 2.61, 0.82], [-5.41, 2.41, 0.73], [-5.96, 1.84, -0.41], [-5.14, 1.46, -1.47], [-3.77, 1.65, -1.39], [1.58, 3.29, -1.57], [1.56, 4.47, -0.84], [2.74, 4.91, -0.26], [3.91, 4.19, -0.43], [3.92, 3.02, -1.18], [2.74, 2.56, -1.76], [-0.10, 4.25, -3.59], [1.03, 4.75, -4.23], [0.89, 5.87, -5.03], [-0.35, 6.47, -5.18], [-1.48, 5.94, -4.55], [-1.36, 4.83, -3.74], [1.37, -0.61, -4.40], [2.36, 0.18, -4.96], [3.35, -0.44, -5.71], [3.33, -1.81, -5.89], [2.32, -2.59, -5.33], [1.33, -1.99, -4.57], [-1.47, -0.04, -4.16], [-2.30, -1.10, -3.80], [-3.52, -1.22, -4.45], [-3.90, -0.29, -5.41], [-3.05, 0.76, -5.75], [-1.82, 0.89, -5.13], [-2.44, 5.11, -0.74], [-2.22, 7.27, 0.47], [-0.98, 7.36, 2.61], [0.06, 5.32, 3.54], [-0.15, 3.15, 2.31], [-3.61, 3.08, 1.70], [-6.05, 2.73, 1.54], [-7.03, 1.71, -0.48], [-5.57, 1.02, -2.36], [-3.12, 1.40, -2.22], [0.65, 5.06, -0.75], [2.75, 5.84, 0.30], [4.84, 4.56, -0.01], [4.85, 2.49, -1.34], [2.72, 1.67, -2.38], [1.99, 4.27, -4.11], [1.76, 6.27, -5.54], [-0.45, 7.35, -5.80], [-2.44, 6.41, -4.69], [-2.22, 4.40, -3.24], [2.35, 1.26, -4.83], [4.13, 0.16, -6.16], [4.10, -2.29, -6.48], [2.30, -3.66, -5.49], [0.53, -2.57, -4.12], [-1.99, -1.79, -3.03], [-4.18, -2.04, -4.20], [-4.85, -0.39, -5.92], [-3.34, 1.47, -6.51], [-1.13, 1.68, -5.40], [3.68, -1.17, -0.53], [2.43, -0.84, 0.75], [2.44, -2.36, 1.76], [3.21, 0.40, 1.82], [4.59, -1.53, -0.06], [3.89, -0.26, -1.09], [3.32, -1.93, -1.23], [3.47, -2.70, 1.88], [1.87, -3.15, 1.28], [2.03, -2.16, 2.75], [4.20, 0.04, 2.12], [2.60, 0.57, 2.71], [3.32, 1.34, 1.29]]
}


Look up the charge of the second one.
-1


Which value of charge does entry 3 give?
0


What did the first record say?
{
  "formula": "C5H15N2P",
  "method": "ωB97M-V/def2-TZVPD",
  "charge": 0,
  "homo_energy_ev": -7.749,
  "homo_lumo_gap_ha": 0.3234,
  "smiles": "CC[C@@H](C)PN(C)N",
  "species": ["C", "C", "C", "C", "C", "N", "N", "P", "H", "H", "H", "H", "H", "H", "H", "H", "H", "H", "H", "H", "H", "H", "H"],
  "coordinates": [[-2.95, 0.54, -0.41], [-1.03, -1.63, -0.80], [2.82, 1.21, 1.09], [-1.54, 0.73, -0.96], [-0.54, -0.28, -0.41], [2.11, -0.91, 1.63], [1.86, 0.22, 0.80], [1.28, -0.14, -1.02], [-3.63, 0.13, -1.10], [-3.05, -0.11, 0.48], [-3.31, 1.48, -0.12], [-0.74, -2.37, -0.06], [-2.16, -1.78, -0.89], [-0.52, -1.89, -1.74], [2.61, 1.40, 2.14], [3.87, 0.91, 1.21], [2.83, 2.08, 0.45], [-1.29, 1.79, -0.69], [-1.62, 0.66, -2.00], [-0.47, -0.08, 0.74], [3.05, -1.45, 1.41], [1.34, -1.63, 1.78], [1.07, 1.12, -1.51]]
}